This record from OMol25 describes a molecular structure, C16H22IMoN3O7P2 at a distorted geometry. The level of theory is ωB97M-V with the def2-TZVPD basis set.

Each line ends with the Löwdin charge.
Geometry (Å):
Mo 0.066 0.030 -0.248  1.656
N 0.422 4.754 -1.129  0.191
C -0.023 3.534 -1.906  -0.472
C -0.433 3.882 -3.327  -0.053
P -1.332 2.795 -0.789  0.355
O -2.625 3.498 -1.372  -0.083
O -0.915 3.261 0.559  -0.284
O -1.469 1.282 -0.970  -0.442
P 1.359 2.297 -1.940  0.377
O 2.602 3.276 -1.755  -0.096
O 1.399 1.428 -3.121  -0.360
O 1.230 1.465 -0.622  -0.465
H 0.149 4.538 -0.128  0.140
H -0.078 5.589 -1.436  0.178
H 1.428 4.920 -1.206  0.148
H -1.310 4.529 -3.340  0.094
H -0.675 2.969 -3.869  0.094
H 0.389 4.367 -3.858  0.104
H -3.444 3.368 -0.865  0.120
H 3.413 2.976 -2.200  0.127
N 1.689 -1.527 -0.069  0.026
C 1.071 -2.680 0.565  -0.266
C 1.022 -3.904 -0.081  -0.023
C 0.391 -4.979 0.531  -0.057
C -0.189 -4.820 1.780  -0.058
C -0.129 -3.590 2.424  -0.016
C 0.504 -2.501 1.829  -0.159
C 0.627 -1.187 2.510  -0.194
C 0.971 -1.162 3.858  -0.012
C 1.174 0.044 4.512  -0.032
C 1.019 1.239 3.825  -0.048
C 0.653 1.227 2.490  -0.089
C 0.452 0.027 1.803  -0.201
H 2.123 -1.817 -0.941  0.113
H 2.435 -1.188 0.536  0.137
H 1.498 -4.031 -1.047  0.124
H 0.371 -5.944 0.041  0.119
H -0.679 -5.654 2.265  0.119
H -0.569 -3.471 3.406  0.127
H 1.111 -2.096 4.387  0.125
H 1.464 0.047 5.554  0.122
H 1.176 2.182 4.332  0.119
H 0.497 2.168 1.980  0.075
N -2.687 -2.934 -0.258  0.277
C -1.921 -2.140 -0.962  -0.504
O -1.150 -1.327 -0.388  -0.283
C -1.946 -2.226 -2.460  -0.461
I -0.454 -0.931 -3.304  1.130
H -2.675 -2.882 0.753  0.153
H -3.344 -3.556 -0.703  0.156
H -2.911 -1.907 -2.849  0.080
H -1.747 -3.241 -2.796  0.075

Properties
**⟨S²⟩**: 2.016
**Spin multiplicity**: 3
**Relative energy (zero: lowest compared OMol25 entry of this formula, charge and spin)**: 0.00 kcal per mole
**Total charge**: +2
**HOMO (alpha / beta)**: -13.9 / -14.0 eV